1.
A 2-piece molecular cluster, C9H15FN3O2P overall. Source: OMol25; level of theory: ωB97M-V with the def2-TZVPD basis set.

Geometry (Å):
N1 3.59 3.48 1.61
P1 3.67 2.45 0.33
C1 2.01 1.45 0.19
C2 0.63 2.39 0.29
C3 -0.80 1.57 0.23
C4 -2.17 2.52 0.38
C5 -2.41 2.65 2.03
O1 -2.97 1.61 2.67
F1 -1.98 3.85 2.81
C6 -0.85 -0.07 0.07
C7 0.61 -0.84 -0.05
N2 1.94 -0.06 0.01
N3 3.10 -0.84 -0.11
H1 2.67 3.35 2.11
H2 3.81 3.22 -0.88
H3 4.81 1.58 0.48
H4 0.68 3.58 0.40
H5 -2.00 3.58 -0.11
H6 -3.08 2.01 -0.16
H7 -1.90 -0.59 0.04
H8 0.56 -2.02 -0.17
H9 3.85 -0.47 0.53
H10 2.83 -1.76 0.36
C8 -1.91 -4.76 -1.87
C9 -2.24 -3.34 -1.37
O2 -1.62 -3.19 -0.21
H11 -2.26 -5.53 -1.17
H12 -2.41 -4.94 -2.83
H13 -0.84 -4.90 -2.02
H14 -3.34 -3.28 -1.38
H15 -1.98 -2.68 -2.20

Values from the calculation:
* orbital gap: 3.2 eV
* lowest unoccupied orbital energy: -2.65 eV

natural (NBO) atomic charge list, values in e, 5 entries:
1 N -1.24
2 P 1.21
3 C -0.12
4 C -0.21
5 C 0.03

---

2.
An isolated molecule of C9H15FO5S. Source: OMol25; level of theory: ωB97M-V with the def2-TZVPD basis set.

Geometry (Å):
O1 -0.04 0.49 5.34
C1 -0.22 1.24 4.46
O2 0.77 1.41 3.55
C2 0.40 2.26 2.45
C3 -0.61 1.61 1.46
C4 0.08 0.61 0.48
C5 -0.57 0.69 -0.92
C6 -0.16 -0.46 -1.86
S1 -0.82 -0.30 -3.58
O3 0.03 -0.92 -4.55
O4 -0.96 1.10 -3.84
F1 -2.21 -1.07 -3.63
C7 1.28 -1.03 -1.79
C8 1.32 -2.28 -0.84
C9 -0.22 -2.52 -0.63
O5 -0.95 -1.57 -1.36
H1 -1.20 1.76 4.41
H2 0.02 3.26 2.75
H3 1.32 2.44 1.88
H4 -1.10 2.44 0.91
H5 -1.41 1.12 2.06
H6 1.16 0.81 0.47
H7 -0.09 -0.39 0.92
H8 -1.66 0.58 -0.75
H9 -0.42 1.70 -1.36
H10 2.04 -0.25 -1.61
H11 1.61 -1.45 -2.75
H12 1.90 -2.13 0.08
H13 1.64 -3.18 -1.39
H14 -0.34 -2.43 0.47
H15 -0.61 -3.53 -0.84

Values from the calculation:
* orbital gap: 10.9 eV
* lowest unoccupied orbital energy: 0.54 eV
* SMILES: O=COCCCC[C@@]1(S(=O)(=O)F)CCCO1

natural (NBO) atomic charge list, values in e, 5 entries:
1 O -0.54
2 C 0.63
3 O -0.50
4 C -0.08
5 C -0.42

---

3.
C9H15FeO9 as an isolated structure. Source: OMol25; level of theory: ωB97M-V with the def2-TZVPD basis set.

Geometry (Å):
Fe1 0.51 -0.64 0.96
C1 1.17 -4.54 1.70
C2 1.11 -3.07 1.40
O1 1.09 -2.60 0.22
O2 1.05 -2.15 2.27
H1 0.48 -4.75 2.52
H2 2.20 -4.79 1.92
H3 0.73 -5.13 0.89
C3 3.32 2.15 0.23
C4 2.37 1.02 0.57
O3 2.16 0.03 -0.19
O4 1.63 0.99 1.59
H4 3.73 1.97 -0.77
H5 4.17 2.22 0.90
H6 2.71 3.05 0.22
C5 -3.29 -0.22 2.19
C6 -1.87 -0.60 1.82
O5 -1.54 -1.46 0.95
O6 -0.94 0.11 2.29
H7 -3.48 -0.60 3.19
H8 -3.94 -0.74 1.50
H9 -3.41 0.86 2.27
C7 -2.34 2.94 -2.19
O7 -1.73 2.17 -1.16
C8 -0.79 1.30 -1.45
O8 -0.42 0.44 -0.70
O9 -0.30 1.45 -2.67
C9 0.65 0.49 -3.14
H10 -3.31 3.32 -1.88
H11 -2.63 2.39 -3.09
H12 -1.63 3.71 -2.47
H13 0.12 -0.47 -3.09
H14 1.59 0.42 -2.61
H15 0.85 0.72 -4.19

Values from the calculation:
* 2S+1: 6
* orbital gap (alpha / beta): 10.1 / 9.0 eV
* ΔE to the lowest compared entry with this formula, charge and spin: 0.7999 eV
* lowest unoccupied orbital energy (alpha / beta): 0.49 / -0.64 eV

natural (NBO) atomic charge list, values in e, 5 entries:
1 Fe 1.97
2 C -0.72
3 C 0.79
4 O -0.72
5 O -0.74

---

4.
C9H15MoNO6 as an isolated structure. Source: OMol25; level of theory: ωB97M-V with the def2-TZVPD basis set.

Geometry (Å):
Mo1 0.24 0.63 0.03
O1 -1.56 1.52 -0.03
C1 -2.77 0.63 -0.42
C2 -2.79 -0.68 0.37
N1 -1.62 -1.61 0.19
C3 -1.67 -2.48 -1.00
C4 -0.78 -2.20 -2.19
O2 -0.31 -2.35 -3.18
O3 0.02 -0.22 -1.36
C5 -1.44 -2.52 1.34
C6 -0.62 -2.11 2.52
O4 -0.15 -2.12 3.52
O5 0.16 -0.11 1.49
H1 -1.84 2.46 0.07
H2 -3.64 1.22 -0.14
H3 -2.70 0.54 -1.51
H4 -2.86 -0.44 1.43
H5 -3.73 -1.18 0.10
H6 -1.34 -3.51 -0.79
H7 -2.67 -2.58 -1.45
H8 -2.38 -2.85 1.81
H9 -0.90 -3.44 1.05
C7 4.22 1.26 -0.20
C8 3.04 2.10 -0.16
C9 3.08 3.55 -0.20
O6 1.85 1.52 -0.08
H10 5.03 1.76 -0.75
H11 4.05 0.24 -0.55
H12 4.60 1.21 0.84
H13 3.88 3.90 0.47
H14 2.13 4.04 0.01
H15 3.45 3.83 -1.20

Values from the calculation:
* total charge: +4
* orbital gap: 8.6 eV
* lowest unoccupied orbital energy: -16.76 eV

Mulliken atomic charge list, values in e, 5 entries:
1 Mo 2.68
2 O -0.50
3 C -0.38
4 C -0.85
5 N 0.33

---

5.
A 2-piece molecular cluster, C9H15N2 overall. Source: OMol25; level of theory: ωB97M-V with the def2-TZVPD basis set.

Geometry (Å):
C1 -1.09 -1.55 0.46
C2 -2.39 -1.67 0.13
C3 -1.76 0.28 -0.79
C4 -0.66 -0.38 -0.23
C5 1.58 1.05 -0.81
C6 0.61 0.03 -0.36
C7 2.04 -0.11 -0.06
C8 2.66 -1.32 -0.76
C9 2.48 0.22 1.38
N1 -2.79 -0.58 -0.61
N2 -2.73 2.00 0.45
H1 -0.35 -2.10 1.04
H2 -3.06 -2.44 0.60
H3 -1.66 1.08 -1.54
H4 1.80 0.97 -1.83
H5 1.51 1.96 -0.44
H6 3.73 -1.15 -0.70
H7 2.00 -1.38 -1.68
H8 2.57 -2.34 -0.37
H9 1.96 -0.41 2.02
H10 2.24 1.32 1.53
H11 3.55 0.15 1.54
H12 -3.80 -0.44 -0.73
H13 -2.75 1.77 1.41
H14 -3.70 2.35 0.09
H15 -1.98 2.68 0.27

Values from the calculation:
* total charge: +1
* 2S+1: 3
* orbital gap (alpha / beta): 7.7 / 6.2 eV
* ΔE to the lowest compared entry with this formula, charge and spin: 1.1113 eV
* lowest unoccupied orbital energy (alpha / beta): -2.79 / -6.92 eV

natural (NBO) atomic charge list, values in e, 5 entries:
1 C -0.16
2 C 0.13
3 C 0.13
4 C -0.16
5 C -0.43

---

6.
An isolated ion of composition C9H15N2O and charge +1. Source: OMol25; level of theory: ωB97M-V with the def2-TZVPD basis set.

Geometry (Å):
C1 2.11 0.53 0.74
C2 2.12 -0.78 0.88
C3 -0.37 -0.43 -0.72
C4 -1.27 -1.49 1.07
C5 1.01 1.47 0.31
C6 0.19 0.94 -0.98
C7 -2.50 -2.08 1.78
C8 -1.03 1.86 -1.17
C9 1.08 0.97 -2.21
N1 1.03 -1.55 0.55
N2 -0.05 -1.78 1.40
O1 -1.46 -0.57 0.11
H1 3.20 1.00 0.93
H2 3.12 -1.38 0.96
H3 -0.50 -1.03 -1.57
H4 0.42 1.62 1.22
H5 1.30 2.49 -0.07
H6 -2.77 -2.86 1.13
H7 -2.13 -2.57 2.66
H8 -3.28 -1.39 1.79
H9 -1.69 1.63 -2.00
H10 -0.71 2.82 -1.30
H11 -1.71 2.02 -0.19
H12 0.41 0.71 -3.06
H13 1.90 0.24 -2.07
H14 1.47 1.98 -2.37
H15 0.08 -2.38 2.17

Values from the calculation:
* total charge: +1
* orbital gap (alpha / beta): 9.0 / 9.0 eV
* ΔE to the lowest compared entry with this formula, charge and spin: 5.0804 eV
* lowest unoccupied orbital energy (alpha / beta): -4.04 / -4.04 eV

natural (NBO) atomic charge list, values in e, 5 entries:
1 C -0.14
2 C -0.11
3 C 0.37
4 C 0.67
5 C -0.45

---

7.
An isolated ion of composition C9H15N2O2 and charge +1. Source: OMol25; level of theory: ωB97M-V with the def2-TZVPD basis set.

Geometry (Å):
C1 0.44 -1.13 -0.24
C2 1.42 0.23 -0.01
C3 0.65 -2.57 -0.12
C4 -0.89 -2.72 -0.05
C5 -1.81 -0.35 0.67
C6 -0.36 1.71 0.98
C7 -1.04 -1.20 -0.33
C8 0.85 1.60 0.04
C9 0.53 2.14 -1.36
N1 2.78 -0.03 0.15
N2 -1.61 1.10 0.42
O1 3.14 -1.19 0.12
O2 3.50 0.94 0.32
H1 1.14 -3.03 -0.97
H2 1.23 -2.87 0.76
H3 -1.32 -3.36 -0.81
H4 -1.25 -3.02 0.93
H5 -2.88 -0.58 0.59
H6 -1.48 -0.58 1.69
H7 -0.14 1.23 1.94
H8 -0.56 2.77 1.16
H9 -1.41 -1.02 -1.35
H10 1.64 2.22 0.46
H11 -0.09 1.45 -1.95
H12 1.46 2.27 -1.91
H13 0.04 3.11 -1.30
H14 -1.56 1.26 -0.60
H15 -2.41 1.62 0.78

Values from the calculation:
* total charge: +1
* orbital gap (alpha / beta): 8.0 / 8.0 eV
* ΔE to the lowest compared entry with this formula, charge and spin: 6.0419 eV
* lowest unoccupied orbital energy (alpha / beta): -4.55 / -4.55 eV
* SMILES: C[C@H]1C[NH2+]C[C@@H]2CCC2=C1[N+](=O)[O-]

natural (NBO) atomic charge list, values in e, 5 entries:
1 C 0.24
2 C 0.06
3 C -0.49
4 C -0.38
5 C -0.21

---

8.
A 2-piece molecular cluster, C9H15N2O2 overall. Source: OMol25; level of theory: ωB97M-V with the def2-TZVPD basis set.

Geometry (Å):
C1 -3.01 1.16 -0.02
C2 -2.45 0.43 1.07
C3 -2.16 1.77 -0.95
C4 -1.11 0.28 1.18
C5 -0.76 1.51 -0.89
C6 -0.24 0.65 0.12
C7 2.87 -1.65 -0.09
C8 2.80 2.09 0.13
C9 1.45 -1.30 0.12
N1 1.14 0.33 0.18
N2 -1.91 -2.27 -0.38
O1 0.61 -2.19 0.05
O2 2.03 1.09 -0.54
H1 -4.04 1.36 -0.03
H2 -2.94 -0.03 1.93
H3 -2.37 2.46 -1.76
H4 -0.75 -0.16 2.07
H5 -0.01 1.87 -1.62
H6 2.92 -2.36 -0.85
H7 3.59 -0.90 -0.45
H8 3.39 -2.21 0.81
H9 3.60 1.74 0.78
H10 2.12 2.44 0.92
H11 3.26 2.73 -0.57
H12 -2.65 -2.96 -0.35
H13 -2.33 -1.64 -1.06
H14 -2.19 -1.83 0.46
H15 -0.85 -2.41 -0.27

Values from the calculation:
* total charge: +1
* orbital gap: 9.0 eV
* ΔE to the lowest compared entry with this formula, charge and spin: 3.6111 eV
* lowest unoccupied orbital energy: -3.02 eV

natural (NBO) atomic charge list, values in e, 5 entries:
1 C -0.24
2 C -0.25
3 C -0.19
4 C -0.26
5 C -0.22

---

9.
C9H15N2OS as an isolated structure. Source: OMol25; level of theory: ωB97M-V with the def2-TZVPD basis set.

Geometry (Å):
C1 3.96 -1.38 -0.56
C2 4.43 -1.03 0.71
C3 3.10 -0.60 -1.27
C4 3.90 0.04 1.34
C5 2.49 0.49 -0.62
C6 -3.43 -0.94 -0.58
C7 -2.09 1.60 0.68
C8 0.54 1.86 -0.39
C9 -2.06 -1.14 -0.16
N1 2.91 0.70 0.70
N2 -1.60 -2.29 -0.45
O1 1.49 1.14 -1.17
S1 -0.90 0.24 0.28
H1 4.42 -2.21 -1.14
H2 5.30 -1.66 1.18
H3 2.89 -0.72 -2.33
H4 4.38 0.47 2.24
H5 -3.92 -0.09 -0.13
H6 -3.60 -0.73 -1.66
H7 -3.98 -1.97 -0.20
H8 -1.60 2.24 1.39
H9 -2.99 1.07 1.18
H10 -2.31 2.12 -0.21
H11 1.08 2.37 0.40
H12 0.11 2.64 -1.09
H13 -2.16 -3.00 -0.91
H14 -0.73 -2.51 -0.07
H15 2.52 1.46 1.29

Values from the calculation:
* total charge: +1
* orbital gap (alpha / beta): 6.3 / 6.3 eV
* ΔE to the lowest compared entry with this formula, charge and spin: 3.4504 eV
* lowest unoccupied orbital energy (alpha / beta): -3.38 / -3.38 eV

natural (NBO) atomic charge list, values in e, 5 entries:
1 C -0.12
2 C -0.27
3 C -0.27
4 C 0.05
5 C 0.58

---

10.
An isolated molecule of C9H15N3O2S. Source: OMol25; level of theory: ωB97M-V with the def2-TZVPD basis set.

Geometry (Å):
O1 -2.11 -0.79 0.66
N1 -0.57 0.46 -3.67
O2 -2.11 0.75 2.37
S1 1.32 1.93 -2.45
C1 -1.57 0.13 1.26
C2 -1.30 -0.60 -3.40
C3 0.23 0.61 -2.57
C4 -0.06 -0.29 -1.56
N2 -1.01 -1.11 -2.16
N3 0.74 0.74 2.05
C5 -1.49 -2.38 -1.69
C6 1.15 -0.38 2.86
C7 1.80 1.80 2.01
C8 0.54 -0.36 -0.17
C9 -0.13 0.56 0.86
H1 -1.45 1.41 2.61
H2 1.11 2.37 -3.75
H3 -2.00 -1.05 -4.08
H4 -0.83 -2.85 -0.97
H5 -2.47 -2.34 -1.24
H6 -1.54 -3.06 -2.53
H7 0.26 -1.02 3.02
H8 1.51 -0.10 3.86
H9 1.97 -0.94 2.41
H10 1.34 2.79 1.86
H11 2.36 1.82 2.96
H12 2.41 1.63 1.18
H13 1.54 0.07 -0.27
H14 0.63 -1.39 0.14
H15 -0.27 1.57 0.41

Values from the calculation:
* orbital gap: 8.3 eV
* ΔE to the lowest compared entry with this formula, charge and spin: 1.5408 eV
* lowest unoccupied orbital energy: 0.59 eV
* SMILES: CN(C)[C@@H](Cc1c(S)ncn1C)C(=O)O

natural (NBO) atomic charge list, values in e, 5 entries:
1 O -0.58
2 N -0.48
3 O -0.66
4 S -0.01
5 C 0.79

---

11.
An isolated molecule of C9H15N5O. Source: OMol25; level of theory: ωB97M-V with the def2-TZVPD basis set.

Geometry (Å):
C1 -2.34 0.76 -1.99
C2 -1.83 -0.78 -2.21
O1 -2.65 -1.58 -2.95
N1 -0.54 -1.40 -1.74
C3 0.65 -0.48 -1.80
C4 -0.65 -2.22 -0.50
C5 -0.03 -1.59 0.87
C6 -0.94 -0.41 1.56
C7 -0.48 1.12 1.24
C8 1.16 1.39 1.44
N2 1.67 0.91 2.70
N3 2.95 1.08 2.85
C9 3.59 1.70 1.72
N4 3.08 2.21 0.48
N5 1.79 2.04 0.34
H1 -3.06 1.03 -2.88
H2 -1.43 1.54 -2.06
H3 -2.92 0.87 -0.96
H4 0.94 -0.36 -2.95
H5 1.61 -0.97 -1.30
H6 0.42 0.59 -1.39
H7 -0.14 -3.29 -0.65
H8 -1.81 -2.46 -0.35
H9 1.13 -1.32 0.80
H10 -0.06 -2.49 1.66
H11 -0.97 -0.58 2.73
H12 -2.07 -0.52 1.18
H13 -0.85 1.57 0.22
H14 -0.98 1.81 2.08
H15 4.78 1.81 1.84

Values from the calculation:
* orbital gap: 8.1 eV
* ΔE to the lowest compared entry with this formula, charge and spin: 3.9575 eV
* lowest unoccupied orbital energy: -1.01 eV
* SMILES: CC(=O)N(C)CCCCc1nncnn1

natural (NBO) atomic charge list, values in e, 5 entries:
1 C -0.74
2 C 0.69
3 O -0.56
4 N -0.52
5 C -0.45

---

12.
An isolated ion of composition C9H15N6 and charge +1. Source: OMol25; level of theory: ωB97M-V with the def2-TZVPD basis set.

Geometry (Å):
C1 -3.68 0.14 -0.52
C2 -2.53 -0.40 -1.02
C3 -2.24 0.51 0.96
C4 0.22 -1.03 -1.29
C5 0.87 -2.55 0.14
C6 2.67 1.26 -0.11
C7 1.84 0.66 1.01
C8 -0.09 -1.66 0.95
C9 0.39 1.94 -0.21
N1 -3.51 0.62 0.70
N2 0.98 -2.03 -1.19
N3 -1.61 -0.17 -0.02
N4 1.74 2.20 -0.64
N5 0.49 0.76 0.60
N6 -0.34 -0.67 -0.05
H1 -4.66 0.04 -0.90
H2 -2.39 -0.73 -2.07
H3 -1.90 0.84 1.88
H4 -0.09 -0.57 -2.21
H5 1.79 -2.75 0.50
H6 0.52 -3.52 -0.08
H7 3.61 1.57 0.30
H8 2.83 0.41 -0.84
H9 2.22 -0.29 1.33
H10 2.01 1.13 2.02
H11 -1.07 -2.12 1.06
H12 0.44 -1.05 1.69
H13 -0.18 2.69 0.43
H14 -0.26 1.76 -1.06
H15 1.91 2.99 -1.34

Values from the calculation:
* total charge: +1
* 2S+1: 3
* orbital gap (alpha / beta): 7.3 / 4.7 eV
* ΔE to the lowest compared entry with this formula, charge and spin: 4.5872 eV
* lowest unoccupied orbital energy (alpha / beta): -3.00 / -7.51 eV

natural (NBO) atomic charge list, values in e, 5 entries:
1 C -0.06
2 C -0.16
3 C 0.14
4 C 0.18
5 C -0.29